(1)
The following is a quantum chemistry calculation of a cluster of 9 separate species, C27H60O27S6 in total, from OMol25.

```
120
Properties=species:S:1:pos:R:3:lowdin_charge:R:1
S 3.45768 0.93099 5.61153 0.60
S -2.13702 2.92982 -3.41323 0.62
S -6.52564 -0.19041 0.42097 0.75
S 3.62307 4.30105 -1.08709 0.71
S -3.24432 2.37485 2.00981 0.63
S 2.42545 -4.51011 0.28308 0.51
O 3.16759 1.19321 3.91472 -0.26
O 4.82241 0.65493 5.70188 -0.26
O -6.53874 1.19115 0.86532 -0.29
O -0.92377 3.25928 -4.16702 -0.31
O -5.53382 -0.68617 -0.45953 -0.27
O 4.71464 -1.24924 -3.21138 0.08
O 1.86712 -4.09004 1.46698 -0.25
O -3.88465 -5.64640 -2.81803 0.11
O -3.38021 1.04248 1.39607 -0.32
O 1.72204 -4.30418 -0.86049 -0.22
O -2.89500 1.83452 -3.92168 -0.28
O -3.36440 2.44458 3.48309 -0.32
O -1.86137 -5.66014 -1.94032 0.05
O -3.15706 4.30015 -3.42770 -0.31
O 3.84629 -3.61952 0.06948 -0.32
O 3.02125 2.19802 6.18189 -0.29
O -6.38977 -1.13036 1.96468 -0.22
O 3.19725 4.55007 0.33059 -0.32
O 4.48609 2.85915 -1.04015 -0.26
O 4.46148 5.30247 -1.70299 -0.28
O -1.72023 2.88662 1.65677 -0.30
O -3.31628 -4.05021 -1.62342 0.16
O -0.21399 -0.75644 -1.37084 0.07
O 1.57033 0.68500 -1.09422 0.13
O 0.68512 -0.52142 0.58444 0.00
O 2.66719 -0.73254 -3.79777 0.08
O 4.34515 0.73454 -4.16157 0.19
C 5.68372 3.03630 -0.39598 -0.38
C 3.96426 0.44268 3.03462 -0.35
C 2.84068 -6.20662 0.38552 -0.10
C -0.76887 -1.81955 -0.66055 -0.14
C -4.57634 -3.62022 -1.95120 -0.07
C -5.08241 -2.66893 3.34625 -0.03
C -5.13872 -1.34131 2.48623 -0.33
C 5.93496 -2.73036 0.98688 -0.06
C 0.78599 -0.16238 -0.68755 -0.55
C 0.73396 3.15512 2.23357 -0.03
C -4.42717 5.91815 -4.52915 -0.08
C 4.88533 -3.83641 1.11498 -0.21
C -8.12158 -0.61627 -0.20631 -0.05
C -5.09081 -4.92274 -2.79094 -0.07
C 6.53723 1.79201 -0.59073 -0.06
C 3.46040 0.61542 1.67992 -0.07
C -1.69043 2.74602 -1.74008 -0.13
C 2.40313 -0.45537 5.98415 -0.16
C 2.27868 3.77501 -2.15458 -0.09
C 3.91331 -0.28161 -3.77968 -0.57
C -3.03372 -5.11708 -2.02430 -0.70
C 2.58556 -2.08275 -3.36888 -0.12
C -0.45409 -1.40808 0.82142 -0.08
C -0.62310 2.39161 2.57261 -0.16
C 3.87612 -2.20392 -2.65342 -0.18
C -3.83809 4.48244 -4.67695 -0.28
C -4.33897 3.48703 1.38132 -0.17
H 1.80492 4.73988 -2.60432 0.12
H 1.78527 -2.22230 -2.81682 0.07
H -3.58799 6.81665 -4.40404 0.14
H 2.05855 -6.64744 0.88039 0.05
H 5.56066 -1.60470 1.01791 0.13
H -4.81351 -0.66291 3.16033 0.07
H 1.52863 2.59682 2.86641 0.09
H -5.77848 -2.45323 4.27339 0.12
H 6.25316 3.88950 -0.47239 0.09
H -1.00042 2.31148 3.66212 0.13
H -8.73417 -0.38179 0.49150 0.02
H 6.69779 -3.09571 1.52446 0.04
H -5.34932 -4.39331 -3.65748 0.09
H -4.65264 3.92190 -4.54914 0.05
H -0.31647 -2.71370 -0.77819 0.05
H -8.34098 -0.26581 -1.13440 0.08
H 1.60795 3.18535 -1.67306 0.00
H -1.52004 3.86870 -1.37867 0.15
H 3.85537 -0.55054 3.42861 0.09
H -3.02279 4.18069 -5.65563 0.21
H 3.08473 -6.58526 -0.53899 0.06
H -4.26833 -1.29133 1.78668 0.11
H 7.54208 1.99981 -0.14149 0.09
H 6.37746 -2.60344 0.14608 0.00
H -5.37894 -3.58672 2.84592 0.07
H 2.68507 -0.54673 7.18900 0.13
H 6.07723 0.91594 -0.07726 0.05
H -0.13731 -2.46084 1.44623 0.17
H 2.68709 3.27540 -3.00385 0.07
H 3.54185 -6.47659 1.18456 0.09
H -5.10054 5.84891 -3.78567 0.01
H 2.69150 -1.24701 5.24973 0.06
H -2.63790 2.29243 -1.29019 0.09
H 6.37680 1.36191 -1.68286 0.12
H -1.36941 -0.70215 1.42137 0.18
H -1.11336 1.88021 -1.72284 0.03
H 4.26449 -3.59274 2.12850 0.16
H -4.26433 -2.89478 3.77788 -0.02
H 0.81418 4.18192 2.48173 0.06
H -4.83842 -2.70502 -2.49360 0.14
H 5.38382 3.08210 0.71003 0.13
H 2.60297 -2.74881 -4.29266 0.17
H 3.54220 -2.06116 -1.45861 0.18
H -4.84888 6.24961 -5.58287 0.11
H -5.45820 3.37641 1.77507 0.14
H 1.13491 3.08778 1.25678 0.03
H 5.30431 -4.96031 0.94105 0.16
H 5.06777 0.49452 2.91091 0.13
H -8.21173 -1.53192 -0.14276 -0.01
H -0.55565 1.32694 2.33802 0.08
H 1.15374 -0.25019 5.96411 0.15
H -1.89736 -2.26147 -0.64880 0.18
H 2.39169 0.73433 1.63077 0.05
H -4.34159 3.50404 0.34231 0.04
H 3.64957 -0.33974 1.14475 0.08
H -5.26232 -3.61210 -1.18243 0.09
H 3.96572 -3.17474 -2.80660 0.08
H -4.15805 4.53881 1.64251 0.09
H -6.15765 -5.41890 -2.34939 0.19
H 3.93239 1.48747 1.04489 0.11
```

Values from the calculation:
DFT total energy in a.u.: -5484.6683
HOMO in eV: -9.924
Energy above the lowest of the compared OMol25 structures with the same formula, charge and spin in kcal per mole: 374.0

(2)
The following is a quantum chemistry calculation of a structure of composition C27H61CaFO29P2S7Zr, from OMol25.

```
129
Properties=species:S:1:pos:R:3:lowdin_charge:R:1
Zr -0.44933 -0.46413 -1.84223 1.78
Ca 3.15741 1.38440 0.00809 1.54
S -0.75834 3.19864 -2.19709 0.64
S 4.47275 2.85402 3.29327 0.64
S 4.65751 -3.74680 -1.42971 0.63
S -2.35613 -3.65451 -1.59520 0.65
S -4.06340 0.55599 -0.74568 0.65
S 4.43853 0.69928 -3.12775 0.64
S 0.59961 3.06982 2.17953 0.65
P 1.05907 -0.70703 0.28219 0.14
P -0.73769 -0.35878 -4.37179 0.08
F -2.28689 0.34697 4.36496 0.04
O -0.40052 -0.27343 0.20174 -0.43
O 1.32723 0.31631 -0.87868 -0.61
O 4.60489 1.55728 -4.47373 -0.25
O -1.68792 -2.40392 -1.39214 -0.37
O 4.05036 -4.50454 -0.11363 -0.24
O -3.32733 -3.82534 -0.30282 -0.28
O -0.81697 1.83492 -1.76288 -0.37
O 1.03640 -1.75348 -0.90725 -0.42
O -5.11146 -0.17682 -1.74873 -0.23
O 0.38590 4.49642 2.32381 -0.26
O 3.98683 1.84694 4.44839 -0.25
O -2.75814 0.06522 -1.03557 -0.34
O 0.49772 3.86533 -2.44077 -0.27
O 4.55835 -2.31872 -1.36491 -0.29
O -3.06145 -3.88289 -2.82466 -0.23
O -0.99116 -0.41642 -5.84947 -0.33
O 0.89002 2.36590 3.58700 -0.27
O -1.56342 4.03589 -1.08414 -0.28
O -4.29673 1.98575 -0.78655 -0.27
O 5.95268 -4.32368 -1.61085 -0.27
O -1.86336 -0.00167 -3.33775 -0.48
O 3.97556 4.17751 3.54065 -0.25
O 0.35360 0.36562 -3.56752 -0.46
O 3.49548 1.32829 -2.24777 -0.43
O 1.59695 2.53924 1.30295 -0.39
O 5.74223 0.27481 -2.70569 -0.26
O 4.27729 2.17775 2.02305 -0.40
O -0.42080 -1.68904 -3.54284 -0.49
O 2.28578 -0.36625 1.11753 -0.42
C -2.15252 -3.29868 2.57036 -0.09
C 3.94503 0.45364 4.07676 -0.24
C 3.50063 -4.31465 -2.73722 -0.08
C -1.08486 -2.45395 2.44954 -0.07
C -6.84160 -0.22744 -3.43765 -0.05
C 2.83192 -3.94906 0.34818 -0.30
C 3.49464 -0.72321 -3.85250 -0.06
C -2.18100 5.87587 0.25738 -0.06
C -5.63744 -4.56154 0.20890 -0.05
C -4.24554 -4.93997 -0.32419 -0.26
C -1.11538 -4.95161 -1.21843 -0.06
C -1.01489 2.31706 1.77384 -0.06
C 0.37857 2.74921 4.85455 -0.26
C -1.83764 3.41182 -3.61694 -0.06
C 3.12119 -0.29669 5.14595 -0.04
C -1.19207 5.40230 -0.77858 -0.24
C 2.66821 -4.20746 1.87745 -0.04
C 3.42259 2.03471 -5.13646 -0.27
C 0.80831 4.09542 5.38623 -0.06
C -4.53774 -0.21192 0.82239 -0.07
C -2.20713 -0.90445 3.84461 -0.28
C 6.25912 2.90960 3.68919 -0.08
C -3.31513 -1.73078 3.94096 -0.02
C 3.76940 3.35002 -5.82647 -0.05
C -6.20545 0.56802 -2.28126 -0.28
C -1.05082 -1.25699 3.16143 -0.01
C -3.28781 -2.98989 3.32397 -0.06
H -4.11985 -3.66550 3.44149 0.10
H 3.21948 -1.36765 4.97287 0.08
H 3.44468 0.14281 3.16147 0.09
H -1.08415 1.38476 2.32481 0.04
H -0.98376 -4.87520 -0.13748 0.06
H -1.11835 2.25572 0.69469 0.05
H -1.93903 6.88562 0.59045 0.09
H 1.95122 -3.47656 2.25689 0.05
H 6.37246 3.16025 4.73706 0.08
H -0.18886 -4.47448 -1.54328 0.06
H -0.16551 -0.63931 3.09330 0.10
H -5.99336 -3.56427 -0.03562 0.08
H 4.61645 3.11650 -6.46889 0.08
H -4.18382 -1.38594 4.48573 0.12
H 2.88286 3.63975 -6.38876 0.08
H -1.32112 6.00260 -1.68389 0.12
H 3.61146 -3.81558 2.26837 0.08
H 4.98764 0.13532 4.14125 0.12
H -1.44327 4.28490 -4.12528 0.07
H 3.18466 -1.25210 -2.95404 0.04
H -5.86401 1.51165 -2.70958 0.11
H -6.95314 0.89481 -1.55493 0.12
H -3.23982 5.87759 0.00316 0.08
H -1.76693 2.48009 -4.18341 0.06
H -1.77509 2.97344 2.19817 0.08
H 6.61920 3.62356 2.95159 0.07
H -4.39989 -5.27234 -1.35114 0.11
H -3.83099 -5.81259 0.18408 0.12
H 2.62453 -0.26194 -4.31499 0.04
H -5.86231 -4.76535 1.25489 0.07
H -0.15388 5.33975 -0.46037 0.11
H 0.62806 1.92154 5.52480 0.12
H 2.41297 -5.21232 2.19659 0.07
H -6.24148 -5.29784 -0.32994 0.08
H 2.81837 -2.86469 0.28597 0.06
H 4.14495 -4.62966 -3.55526 0.07
H -3.92410 0.19217 1.62434 0.06
H 2.60245 2.06792 -4.41166 0.11
H 2.99467 -5.22258 -2.40737 0.06
H 3.04755 1.31920 -5.87445 0.13
H -2.08654 5.18301 1.09716 0.06
H -1.50941 -5.89567 -1.57145 0.07
H 2.73428 -3.57883 -2.96747 0.06
H -7.79932 0.16813 -3.75592 0.08
H 3.51995 -0.09425 6.14117 0.08
H -0.71000 2.60838 4.84017 0.12
H -6.11649 -0.16547 -4.25142 0.08
H -4.42914 -1.28765 0.70918 0.06
H -2.13013 -4.21815 2.00211 0.09
H 1.93991 -4.37495 -0.11470 0.10
H 1.87243 4.30704 5.27690 0.07
H 4.15165 -1.27563 -4.51499 0.08
H -2.85798 3.42254 -3.24105 0.08
H 0.24600 4.88364 4.88813 0.07
H -6.80524 -1.28268 -3.16457 0.08
H -5.57328 0.06037 1.02657 0.07
H 4.01502 4.11774 -5.09607 0.08
H 6.67836 1.92966 3.46729 0.07
H 2.07414 -0.00199 5.11005 0.06
H 0.63712 4.16130 6.46173 0.08
H -0.20595 -2.64484 1.84824 0.08
```

Values from the calculation:
DFT total energy in a.u.: -7542.2051
HOMO in eV: -6.686

(3)
The following is a quantum chemistry calculation of a cluster of 6 separate species, C27H61N6O5 in total, from OMol25.

```
99
Properties=species:S:1:pos:R:3:lowdin_charge:R:1
O -8.58860 3.20356 2.48119 0.00
O 3.54794 -2.62791 3.76822 0.01
O -3.70150 5.79482 2.06872 -0.02
O 5.13985 0.92369 -2.33853 0.02
O 1.77643 -5.19142 -1.06724 0.01
N -7.90106 5.25644 1.81535 -0.20
N 3.11089 -0.76482 4.98316 -0.20
N -3.94240 -2.48612 -3.01592 -0.03
N 0.88399 -5.53521 0.99112 -0.20
N 6.82511 -0.46658 -1.73268 -0.20
N -2.46239 4.25351 0.93558 -0.18
C -6.80914 6.15846 1.49564 -0.05
C -1.19819 0.43871 -1.57693 -0.34
C 2.49422 -1.02381 -2.92555 -0.21
C 2.92878 -1.59497 3.93601 -0.36
C -7.69658 3.98062 2.18947 -0.35
C -3.24053 -0.89598 -1.14569 -0.33
C 2.34708 0.45597 5.13395 -0.06
C -1.25231 3.96503 0.18474 -0.05
C 2.24980 -2.11460 -1.88859 -0.21
C 1.62160 -1.22668 -4.16201 -0.21
C -0.16254 -5.22940 1.94193 -0.06
C 7.38608 -0.45021 -3.07122 -0.04
C 5.71189 0.26158 -1.49937 -0.36
C -3.41247 3.17280 1.16222 -0.02
C 4.10656 -1.11652 5.97817 -0.05
C -9.26830 5.73423 1.74727 -0.05
C -2.52972 0.00181 -2.13476 -0.30
C 2.67929 -1.77542 -0.46527 -0.25
C 7.44998 -1.26651 -0.70320 -0.06
C -0.19599 0.59590 -3.94885 -0.21
C 0.91278 -4.98306 -0.23899 -0.36
C -2.72084 5.47375 1.40917 -0.36
C 2.16247 -0.45214 0.08005 -0.11
C 1.95086 -6.44415 1.36420 -0.05
C -0.30555 1.20050 -2.55027 -0.23
C 0.14693 -0.89636 -3.96308 -0.22
C -4.28107 -1.85873 -1.73576 -0.33
H 1.78203 -6.78964 2.38150 0.08
H -0.20590 -1.36741 -3.04600 0.09
H -4.37870 3.41948 0.72260 0.09
H -3.03884 2.26601 0.69245 0.08
H -0.40780 -1.37706 -4.77140 0.10
H -9.75613 5.64806 2.71939 0.09
H -9.26181 6.77660 1.43712 0.08
H 2.49011 0.40382 -0.50504 0.06
H -0.86464 -4.52951 1.49334 0.08
H 1.69381 -2.28531 -4.43213 0.11
H 2.91717 -5.94175 1.30989 0.09
H 2.15600 -1.23994 3.23431 0.12
H -6.63003 3.70266 2.21305 0.13
H 5.09356 -1.19800 5.52165 0.09
H -1.11870 0.78054 -4.49460 0.09
H 0.07361 -4.28979 -0.42191 0.14
H 7.66601 0.56423 -3.35771 0.09
H 6.65653 -0.81206 -3.79629 0.09
H 1.77159 0.44248 6.06213 0.09
H 2.31259 -2.57002 0.18813 0.09
H 2.81245 -2.99681 -2.19228 0.10
H -2.93585 -2.57112 -3.07730 0.04
H 0.59886 1.12186 -4.48841 0.10
H -3.78487 -0.27733 -0.42070 0.07
H 1.65611 0.55537 4.29954 0.09
H 3.76905 -1.80782 -0.37899 0.09
H -0.66446 3.20232 0.69723 0.09
H -6.91198 6.52966 0.47290 0.09
H 6.88825 -1.16500 0.22329 0.08
H -9.84695 5.14720 1.03286 0.09
H -0.70664 -6.13344 2.22592 0.09
H 2.54458 -0.30420 1.09354 0.04
H 0.25490 -4.77398 2.84302 0.09
H 0.71099 1.23912 -2.13656 0.08
H -2.52039 -1.49890 -0.53695 0.07
H -5.85146 5.65275 1.59061 0.05
H -1.50951 3.58946 -0.80680 0.08
H 8.47813 -0.94079 -0.52558 0.08
H 4.12663 -0.34737 6.74664 0.08
H -5.23654 -1.34621 -1.84724 0.09
H 3.00520 1.32747 5.14417 0.09
H -4.21681 -1.86278 -3.76134 0.05
H 3.53649 -1.08413 -3.24279 0.10
H -6.81595 7.00976 2.17973 0.09
H -4.45691 -2.65927 -1.01082 0.08
H 2.35324 -0.03030 -2.50767 0.08
H -0.62891 2.24130 -2.62069 0.08
H 5.34688 0.17249 -0.46089 0.13
H 3.87041 -2.07833 6.43464 0.09
H 1.07490 -0.45316 0.14453 0.06
H -1.93659 6.20483 1.14785 0.13
H -2.38157 -0.52991 -3.07594 0.01
H -0.62877 -0.40692 -1.11942 0.07
H 1.97878 -7.30084 0.68934 0.09
H 8.26619 -1.08885 -3.09442 0.08
H 2.03113 -0.66671 -5.00522 0.10
H 7.46208 -2.32199 -0.98377 0.09
H -3.55249 3.00738 2.23131 0.09
H 1.20276 -2.41904 -1.89111 0.10
H -0.65337 4.86810 0.08550 0.08
H -1.44174 1.12194 -0.75055 0.06
```

Values from the calculation:
DFT total energy in a.u.: -1770.0471
HOMO in eV: -1.489
Total charge: -1